No. 1
Density functional theory data (ωB97M-V/def2-TZVPD) for a cluster of 12 separate species, H24O12 in total at a distorted geometry.

Values from the calculation:
Energy above the lowest of the compared OMol25 structures with the same formula, charge and spin ... 244.0 kJ/mol
Gap between HOMO and LUMO ... 0.376 Ha
E_tot ... -917.23241 Ha
M ... 216.18 g mol⁻¹
LUMO level ... -0.1880 eV

```
! RIJCOSX wB97M-V def2-TZVPD def2/J DEFGRID3
* xyz 0 1
O 3.337 0.607 0.472
H 4.118 1.098 0.186
H 3.128 1.105 1.275
O -2.956 -3.155 -0.466
H -3.145 -3.713 -1.229
H -3.274 -2.289 -0.748
O -3.732 0.235 -1.415
H -4.062 0.644 -0.607
H -2.774 0.302 -1.320
O 0.037 -4.113 -1.723
H -0.340 -3.398 -2.253
H -0.315 -3.863 -0.852
O -0.319 2.283 1.421
H 0.254 2.488 2.183
H -0.261 1.337 1.646
O -1.695 3.895 -0.492
H -2.263 3.539 -1.179
H -0.794 3.566 -0.560
O 1.890 0.915 2.541
H 2.559 0.674 3.189
H 1.812 0.147 1.967
O 1.453 4.088 -1.189
H 1.269 4.709 -0.468
H 1.878 3.366 -0.704
O 2.058 -2.297 -0.467
H 2.465 -1.427 -0.566
H 2.726 -2.924 -0.758
O 0.734 -1.659 3.138
H -0.234 -1.669 3.200
H 0.790 -1.997 2.242
O -0.502 3.028 -3.235
H 0.053 2.824 -2.474
H -1.240 2.422 -3.118
O -0.341 -3.790 1.042
H -1.225 -3.733 1.429
H 0.186 -4.355 1.617
*
```

---

No. 2
Density functional theory data (ωB97M-V/def2-TZVPD) for a cluster of 12 separate species, H24O12 in total at a distorted geometry.

Values from the calculation:
Energy above the lowest of the compared OMol25 structures with the same formula, charge and spin ... 622.4 kJ/mol
Gap between HOMO and LUMO ... 0.332 Ha
E_tot ... -917.08830 Ha
M ... 216.18 g mol⁻¹
LUMO level ... 0.1706 eV

```
! RIJCOSX wB97M-V def2-TZVPD def2/J DEFGRID3
* xyz 0 1
H -0.429 0.269 -1.182
H 0.743 -0.222 -2.016
H 0.192 -2.276 -2.563
H -0.559 -3.208 -1.626
H 2.038 1.839 -0.656
H 2.224 3.133 -1.430
H 2.959 -2.431 0.485
H 2.101 -2.867 1.661
H 0.966 1.197 -3.107
H 0.150 1.893 -2.029
H 2.838 0.664 1.653
H 3.364 1.821 2.487
H -0.614 2.676 2.021
H -0.070 2.307 3.391
H -2.183 2.437 0.960
H -2.251 0.925 1.099
H -2.577 -2.060 1.882
H -3.255 -0.806 1.356
H 2.322 -2.826 -4.387
H 3.734 -2.873 -3.827
H -0.736 -2.324 2.113
H -0.032 -3.111 3.206
H -5.173 1.400 -0.805
H -3.759 1.744 -0.365
O -0.011 -0.537 -1.506
O -0.192 -2.318 -1.680
O 2.626 2.598 -0.736
O 2.159 -2.198 0.970
O 0.059 1.414 -2.861
O 2.657 1.584 1.875
O -0.551 1.940 2.640
O -2.287 1.630 0.443
O -2.634 -1.109 2.028
O 2.904 -2.389 -3.755
O -0.297 -2.216 2.964
O -4.683 1.939 -0.173
*
```

---

No. 3
Density functional theory data (ωB97M-V/def2-TZVPD) for a cluster of 12 separate species, H24O12 in total at a distorted geometry.

Values from the calculation:
Energy above the lowest of the compared OMol25 structures with the same formula, charge and spin ... 599.3 kJ/mol
Gap between HOMO and LUMO ... 0.319 Ha
E_tot ... -917.09711 Ha
M ... 216.18 g mol⁻¹
LUMO level ... -0.1483 eV

```
! RIJCOSX wB97M-V def2-TZVPD def2/J DEFGRID3
* xyz 0 1
H -0.885 -0.708 0.662
H 0.685 -0.261 0.842
H -1.594 0.138 2.196
H -2.938 0.757 2.666
H 4.799 -0.443 0.646
H 4.900 -0.716 2.117
H 1.365 -2.306 0.101
H 2.265 -3.388 0.706
H -3.608 -4.734 -1.151
H -2.267 -4.404 -1.441
H -3.910 0.151 -0.745
H -2.697 0.049 -1.672
H -3.359 -1.937 -0.229
H -2.657 -1.203 0.888
H 4.337 1.126 0.413
H 3.419 1.924 -0.349
H 2.426 3.766 -1.698
H 1.825 3.407 -0.275
H 3.230 -2.775 -1.546
H 4.173 -1.854 -2.372
H -1.374 4.826 0.779
H -0.711 3.537 0.188
H -4.069 2.560 0.064
H -3.121 2.391 -1.145
O -0.053 -0.505 0.194
O -2.395 -0.054 2.595
O 4.872 -1.221 1.321
O 1.653 -2.734 0.979
O -2.863 -4.226 -0.781
O -3.114 0.632 -1.029
O -2.535 -1.884 0.292
O 4.409 1.910 -0.145
O 1.701 3.979 -1.112
O 3.239 -1.956 -2.037
O -1.121 3.868 0.989
O -4.026 2.286 -0.910
*
```

---

No. 4
Density functional theory data (ωB97M-V/def2-TZVPD) for a cluster of 12 separate species, H24O12 in total at a distorted geometry.

Values from the calculation:
Energy above the lowest of the compared OMol25 structures with the same formula, charge and spin ... 783.2 kJ/mol
Gap between HOMO and LUMO ... 0.295 Ha
E_tot ... -917.02704 Ha
M ... 216.18 g mol⁻¹
LUMO level ... -0.0825 eV

```
! RIJCOSX wB97M-V def2-TZVPD def2/J DEFGRID3
* xyz 0 1
H -1.455 -0.013 0.732
H -0.203 0.844 0.810
H 0.613 -2.148 -2.339
H 1.885 -1.486 -2.842
H 3.053 3.588 -1.187
H 3.467 3.976 0.223
H 0.050 -1.190 -1.012
H 0.161 -2.691 -0.801
H 0.888 -3.123 0.667
H -0.248 -2.259 1.192
H 2.905 -0.696 2.683
H 2.983 -2.137 3.162
H -1.235 0.428 -3.600
H -1.766 1.679 -2.920
H -2.850 -0.823 -0.687
H -2.019 -1.992 -0.185
H -2.903 1.528 3.264
H -1.574 2.251 3.118
H 4.301 -0.817 -0.630
H 3.011 -0.116 -0.238
H -4.510 0.265 0.198
H -5.597 0.046 -0.842
H 0.837 2.813 -1.716
H 1.603 2.245 -0.533
O -0.874 0.534 0.192
O 1.340 -1.584 -2.053
O 3.290 3.209 -0.332
O 0.153 -1.855 -0.322
O 0.669 -2.500 1.369
O 2.358 -1.471 2.854
O -1.496 0.772 -2.739
O -2.312 -1.560 -0.996
O -2.503 2.404 3.321
O 3.486 -0.948 -0.133
O -5.414 -0.054 0.100
O 1.130 3.032 -0.825
*
```

---

No. 5
Density functional theory data (ωB97M-V/def2-TZVPD) for a structure of composition H24O12 at a distorted geometry.

Values from the calculation:
Energy above the lowest of the compared OMol25 structures with the same formula, charge and spin ... 904.6 kJ/mol
Gap between HOMO and LUMO ... 0.366 Ha
E_tot ... -916.98083 Ha
M ... 216.18 g mol⁻¹
LUMO level ... 0.0993 eV

```
! RIJCOSX wB97M-V def2-TZVPD def2/J DEFGRID3
* xyz 0 1
O 0.038 -1.202 2.038
H -0.128 -0.595 1.317
H 0.158 -0.639 2.803
O 1.590 -0.023 -2.276
H 2.412 0.249 -2.684
H 1.807 -0.835 -1.819
O 0.708 0.775 3.035
H -0.130 1.170 3.278
H 0.767 0.899 2.088
O -1.438 0.921 -1.330
H -1.148 0.105 -1.738
H -1.604 1.511 -2.065
O 0.804 -2.204 -0.946
H 1.297 -1.980 -0.157
H 0.405 -3.051 -0.747
O 1.837 -1.603 0.780
H 1.015 -1.425 1.236
H 2.268 -2.271 1.314
O 0.001 0.135 0.393
H -0.754 0.281 -0.177
H 0.742 0.051 -0.208
O -3.003 0.199 -0.124
H -3.750 0.778 -0.272
H -2.329 0.518 -0.724
O -1.876 1.856 1.079
H -1.502 1.908 1.959
H -2.273 0.986 1.038
O -1.295 -1.171 -1.749
H -0.475 -1.622 -1.546
H -1.540 -1.498 -2.615
O -0.389 2.967 -0.626
H -1.055 3.189 0.024
H -0.646 2.103 -0.948
O 3.238 0.154 0.343
H 3.553 -0.030 -0.542
H 2.697 -0.604 0.567
*
```

---

No. 6
Density functional theory data (ωB97M-V/def2-TZVPD) for a cluster of 12 separate species, H25O12 in total at a distorted geometry.

Values from the calculation:
Energy above the lowest of the compared OMol25 structures with the same formula, charge and spin ... 273.8 kJ/mol
Gap between HOMO and LUMO ... 0.395 Ha
E_tot ... -917.56419 Ha
M ... 217.19 g mol⁻¹
LUMO level ... -2.7522 eV

```
! RIJCOSX wB97M-V def2-TZVPD def2/J DEFGRID3
* xyz 1 1
O -0.615 2.315 -2.361
H 1.579 -2.445 -0.778
H 1.461 -0.428 2.707
O -1.072 -3.090 2.858
H -0.249 0.886 0.277
H -0.456 -2.459 2.448
O 1.174 0.159 -3.834
H -0.987 -1.300 1.267
O 1.192 2.988 1.635
H 1.339 1.118 -3.707
H 1.445 2.611 2.502
O -1.191 -0.491 0.797
H 2.038 -1.434 1.636
H 2.277 -4.158 0.124
O 0.653 -2.191 -0.676
H -3.739 -1.997 1.175
H 0.396 -2.910 -1.264
O -0.346 1.793 -0.140
H 0.024 1.724 -1.172
H -0.289 3.051 -2.873
O -1.791 4.026 -0.526
H 0.436 2.280 0.236
H -1.314 4.818 -0.300
O 1.343 -0.811 1.833
H 0.228 0.160 -3.603
H 3.073 -3.718 1.388
O 2.855 -3.474 0.464
H -1.073 -2.854 3.794
H -1.240 -0.941 -0.066
O -3.762 -1.455 0.377
H 0.672 3.808 1.842
H -1.596 2.434 -2.501
O 1.267 0.280 -0.956
H -2.695 3.973 -0.226
H 1.471 0.074 -1.919
H -4.383 -2.082 -0.104
H 1.875 -0.258 -0.354
*
```